Molecular formula: C52H94Br2O10
Method: DFT, wB97M-V/def2-TZVPD

The geometry in ORCA input format:
```
! RIJCOSX wB97M-V def2-TZVPD def2/J DEFGRID3
* xyz 0 1
Br 4.752 -0.126 -2.412
C 5.291 1.514 -1.308
C 6.806 1.486 -0.915
Br 7.301 2.910 0.489
H 4.725 1.458 -0.378
H 5.016 2.434 -1.824
H 7.485 1.500 -1.768
H 7.136 0.555 -0.454
C 1.768 3.838 3.302
C 3.077 3.215 3.381
C 3.963 3.303 2.254
C 3.559 3.917 1.068
C 2.252 4.366 0.999
C 1.364 4.387 2.051
H 1.150 3.762 4.184
H 3.312 2.743 4.324
H 4.884 2.742 2.197
H 4.344 3.990 0.330
H 1.966 4.763 0.036
H 0.403 4.786 1.764
C -6.396 5.300 0.793
C -6.342 5.579 -0.605
C -5.753 4.584 -1.480
C -5.232 3.452 -0.961
C -5.250 3.220 0.403
C -5.815 4.145 1.307
H -6.904 5.867 1.559
H -6.861 6.397 -1.082
H -5.684 4.639 -2.557
H -4.961 2.731 -1.718
H -4.836 2.257 0.661
H -5.888 4.075 2.383
C 2.181 -1.824 -4.193
C 1.807 -1.967 -5.511
C 0.486 -2.201 -5.902
C -0.465 -2.266 -4.906
C -0.068 -2.316 -3.576
C 1.259 -2.103 -3.193
H 3.228 -1.610 -4.041
H 2.533 -1.736 -6.277
H 0.102 -2.281 -6.908
H -1.484 -2.414 -5.230
H -0.766 -2.549 -2.785
H 1.520 -2.175 -2.147
C 4.722 -3.964 -2.378
C 5.163 -4.287 -1.067
C 4.971 -5.595 -0.657
C 4.431 -6.551 -1.470
C 4.076 -6.189 -2.801
C 4.135 -4.880 -3.179
H 4.997 -2.956 -2.651
H 5.504 -3.523 -0.385
H 5.272 -5.923 0.327
H 4.278 -7.572 -1.154
H 3.687 -6.947 -3.465
H 3.943 -4.628 -4.211
C -2.311 3.103 2.645
C -2.886 3.021 3.960
C -3.606 4.136 4.453
C -3.627 5.296 3.744
C -2.902 5.486 2.585
C -2.338 4.368 1.976
H -1.813 2.245 2.218
H -2.975 2.051 4.427
H -4.312 4.100 5.271
H -4.322 6.098 3.943
H -2.916 6.397 2.004
H -1.857 4.469 1.014
C -3.228 -0.958 3.290
C -4.225 -1.987 3.831
O -3.687 -2.712 4.847
H -3.139 -1.133 2.218
H -2.243 -1.147 3.716
H -3.604 0.053 3.447
H -4.479 -2.614 2.976
H -5.108 -1.411 4.109
H -3.702 -2.170 5.639
C -1.650 1.669 -5.148
C -2.066 1.927 -3.736
O -3.201 1.245 -3.300
H -0.836 2.353 -5.390
H -2.428 1.893 -5.878
H -1.383 0.622 -5.295
H -2.176 2.958 -3.400
H -1.253 1.717 -3.041
H -3.994 1.460 -3.798
C 0.976 -1.254 4.640
C 2.002 -0.212 5.132
O 2.185 -0.456 6.519
H 0.084 -1.124 5.253
H 1.444 -2.228 4.780
H 0.557 -1.065 3.652
H 1.578 0.777 4.961
H 2.939 -0.264 4.577
H 2.849 -1.123 6.706
C 3.669 -2.015 1.890
C 4.788 -1.263 1.221
O 6.046 -1.828 1.703
H 3.956 -3.066 1.927
H 2.783 -1.999 1.257
H 3.262 -1.583 2.804
H 4.658 -0.188 1.343
H 4.743 -1.406 0.142
H 6.786 -1.254 1.494
C -5.740 -5.498 2.423
C -4.343 -5.838 2.933
O -3.327 -4.875 2.610
H -5.684 -5.271 1.359
H -6.167 -4.617 2.901
H -6.413 -6.331 2.627
H -4.077 -6.853 2.640
H -4.461 -5.999 4.004
H -3.298 -4.236 3.325
C -0.718 6.290 -1.554
C -2.152 5.760 -1.475
O -2.736 5.865 -2.706
H -0.166 6.183 -0.620
H -0.698 7.345 -1.828
H -0.134 5.771 -2.313
H -2.815 6.234 -0.751
H -2.004 4.712 -1.217
H -2.456 6.682 -3.125
C 1.277 0.609 0.426
C 0.054 -0.317 0.045
O -0.501 -0.792 1.257
H 0.923 1.196 1.274
H 1.275 1.381 -0.343
H 2.262 0.143 0.458
H 0.467 -1.115 -0.571
H -0.732 0.280 -0.418
H -1.153 -1.455 1.016
C 1.113 -4.668 1.069
C 0.098 -5.414 1.902
O -0.135 -4.652 3.027
H 2.103 -4.617 1.521
H 0.807 -3.670 0.755
H 1.334 -5.284 0.197
H 0.538 -6.348 2.250
H -0.727 -5.681 1.241
H -0.617 -3.840 2.857
C -3.054 -3.115 -1.132
C -2.095 -3.932 -0.109
O -2.048 -3.155 1.131
H -4.090 -3.105 -0.793
H -2.936 -3.557 -2.122
H -2.787 -2.063 -1.038
H -1.084 -3.907 -0.516
H -2.456 -4.960 -0.064
H -2.676 -3.615 1.693
C 2.412 1.810 -5.953
C 3.867 2.110 -5.968
O 4.129 2.859 -7.185
H 2.160 1.254 -5.050
H 2.165 1.171 -6.800
H 1.785 2.702 -5.955
H 4.449 1.189 -5.946
H 4.244 2.675 -5.116
H 3.835 2.244 -7.862
*
```

calculated total energy: -216002.2661 eV
HOMO: -8.883 eV
max |F|: 0.0702 Eh/bohr